Record 1
{"formula": "C37H37CeN16O8", "method": "the ωB97M-V functional and the def2-TZVPD basis", "symbols": ["Ce", "C", "C", "C", "C", "C", "C", "C", "H", "H", "H", "H", "H", "H", "H", "H", "C", "N", "C", "C", "N", "N", "C", "N", "N", "H", "H", "H", "H", "H", "H", "H", "H", "H", "H", "H", "C", "N", "C", "N", "C", "N", "C", "C", "C", "C", "C", "C", "C", "N", "N", "C", "O", "C", "C", "C", "C", "C", "C", "N", "C", "N", "C", "N", "C", "H", "H", "H", "H", "H", "H", "H", "H", "H", "H", "H", "H", "H", "H", "H", "H", "O", "N", "O", "C", "C", "C", "C", "O", "C", "C", "N", "O", "O", "N", "O", "O", "H", "H"], "xyz": [[-17.67529, 0.08436, -12.17943], [-19.74425, -3.21507, -10.62814], [-18.30748, -2.78502, -10.24964], [-18.23207, -1.82232, -9.21624], [-16.96961, -1.46348, -8.68509], [-15.83306, -2.08405, -9.08792], [-15.93213, -3.13417, -10.09230], [-17.19601, -3.43856, -10.68389], [-20.16167, -3.93992, -9.91590], [-19.79093, -3.71618, -11.56185], [-20.37286, -2.31390, -10.69512], [-19.14455, -1.33394, -8.91026], [-16.94375, -0.68725, -7.91985], [-14.87027, -1.87532, -8.69818], [-15.06366, -3.69065, -10.36040], [-17.24724, -4.30689, -11.29507], [-16.39562, 5.46545, -14.14461], [-17.54069, 4.63873, -13.78143], [-18.56086, 5.36383, -13.06112], [-17.49502, 3.26138, -13.85405], [-18.10006, 2.44948, -13.00866], [-16.76424, 2.77985, -14.90332], [-16.37722, 1.45998, -15.08885], [-15.51957, 1.25115, -16.09930], [-16.92637, 0.47846, -14.43417], [-16.15766, 6.10491, -13.25743], [-16.58780, 6.09904, -15.04062], [-15.50195, 4.82465, -14.25249], [-18.61189, 6.35305, -13.41725], [-18.38243, 5.37760, -12.00326], [-19.56921, 4.95630, -13.24282], [-18.63932, 3.01668, -12.36446], [-16.42420, 3.55738, -15.51899], [-14.89768, 1.85739, -16.56681], [-15.28791, 0.26627, -16.19113], [-16.45459, -0.39959, -14.73832], [-22.99121, 1.08706, -9.54063], [-21.53039, 1.24809, -9.80113], [-20.85460, 0.69094, -10.82051], [-19.58092, 0.95476, -10.70836], [-19.48953, 1.74006, -9.60618], [-20.67684, 1.97965, -9.04178], [-23.28365, -0.16225, -8.76562], [-23.80488, -0.16237, -7.45357], [-24.07755, -1.34080, -6.75660], [-23.81076, -2.53884, -7.36435], [-23.35071, -2.55431, -8.70022], [-23.16279, -1.41378, -9.42955], [-23.07388, -3.85717, -9.36431], [-22.85907, -5.03629, -8.91574], [-22.45501, -5.80985, -9.99213], [-22.35349, -5.00483, -11.00476], [-22.71969, -3.73131, -10.70616], [-21.91227, -5.30164, -12.37100], [-21.56042, -6.59163, -12.71870], [-21.13604, -6.85576, -14.02943], [-21.08908, -5.81906, -14.94385], [-21.47982, -4.54264, -14.60953], [-21.27675, -3.41881, -15.59045], [-20.69397, -2.18020, -15.02828], [-19.68108, -2.17936, -14.16844], [-19.42707, -0.91986, -13.77277], [-20.34324, -0.15995, -14.48173], [-21.14076, -0.90155, -15.21427], [-21.90557, -4.27236, -13.34390], [-23.47234, 1.13885, -10.47738], [-23.31888, 1.95015, -8.95203], [-21.37552, 0.11805, -11.60297], [-18.58291, 2.20336, -9.20602], [-24.06982, 0.78250, -6.98600], [-24.46550, -1.26376, -5.74753], [-24.07158, -3.45988, -6.88159], [-22.69600, -1.48571, -10.36468], [-21.68688, -7.35618, -11.97534], [-20.95625, -7.89513, -14.23294], [-20.87705, -6.04371, -15.96473], [-22.20162, -3.03403, -16.14452], [-20.54995, -3.75404, -16.35918], [-19.01884, -2.96478, -13.87896], [-20.51281, 0.91837, -14.39424], [-22.20182, -3.25638, -13.15135], [-9.93058, -0.20140, -11.03666], [-10.30312, -0.87464, -11.94794], [-9.59776, -1.37013, -12.78584], [-11.75033, -0.99685, -12.12028], [-12.57096, -0.24150, -11.33358], [-13.97217, -0.28833, -11.45481], [-14.57782, -1.13058, -12.46602], [-15.81238, -1.32010, -12.59985], [-13.63503, -1.72844, -13.37208], [-12.26180, -1.71540, -13.24160], [-14.24415, -2.42111, -14.55316], [-15.07296, -1.74797, -15.13757], [-13.86207, -3.49954, -14.93595], [-14.69381, 0.54126, -10.53211], [-14.24117, 0.95518, -9.49814], [-15.85205, 0.89159, -10.93850], [-12.05041, 0.27272, -10.55372], [-11.65543, -2.26962, -13.90909]], "forces_ev_per_angstrom": [[-0.15, -0.42, -0.28], [0.85, 0.72, 0.55], [-2.70, 0.51, 1.24], [1.47, 0.07, -1.06], [-2.07, 0.94, 0.44], [0.11, -2.88, -2.74], [-1.70, 1.78, 1.06], [2.88, 0.01, 1.35], [0.17, 0.46, 0.16], [0.12, -0.40, -1.07], [-0.06, -0.41, 0.19], [-0.03, 0.02, 0.33], [0.10, -0.19, -0.09], [0.66, 0.28, 0.52], [0.49, -0.28, -0.21], [-0.19, -0.39, -0.77], [0.72, 0.27, 0.37], [0.09, -1.01, -0.58], [-1.10, -1.56, 0.12], [-0.76, 0.70, 1.17], [0.05, 0.65, -0.57], [0.85, 1.20, -0.40], [-0.65, 0.44, -0.54], [-0.20, -1.91, 0.31], [1.19, 0.01, -0.61], [-0.23, -0.25, -0.85], [0.24, -0.44, 0.62], [-0.35, 0.46, -0.26], [0.20, 1.23, -0.45], [0.16, 0.09, 0.73], [0.41, -0.13, 0.05], [0.07, 0.02, 0.27], [-0.27, -1.69, 0.55], [0.28, 1.12, -0.15], [0.16, 0.28, -0.27], [-0.49, 0.62, 0.38], [0.92, 0.76, 1.84], [0.28, 0.26, -0.69], [-2.02, -0.45, 0.27], [1.12, 0.15, -0.31], [-1.19, 0.91, 1.02], [0.61, -0.92, -0.38], [-0.99, -1.51, 0.13], [0.22, 0.66, -0.91], [0.33, 0.65, -0.25], [-0.25, -0.10, -0.87], [-0.59, -1.85, 0.61], [0.56, 1.69, 2.26], [0.95, 1.42, -0.55], [-0.64, 0.00, 0.00], [0.46, 0.40, -0.53], [-0.31, -0.21, 0.17], [-0.42, -0.92, 0.68], [-0.56, 1.03, -0.26], [0.12, 0.36, -0.62], [-0.77, 0.19, 1.30], [-0.17, -1.11, -0.26], [0.53, 0.78, -0.07], [-0.83, 1.05, -2.32], [0.49, -0.19, 1.03], [0.34, 2.02, 0.10], [-0.52, 0.05, -0.38], [-0.36, -0.97, 0.42], [-0.04, -0.62, -0.20], [-0.01, -0.56, 1.07], [-0.57, -0.15, -1.14], [0.28, 0.00, -0.21], [0.56, 0.27, 0.47], [-0.34, -0.37, -0.31], [0.28, -0.01, -0.03], [-0.03, -0.20, -0.13], [0.22, -0.39, 0.17], [0.17, 0.02, -1.40], [0.22, -0.34, 0.11], [0.33, -0.07, -0.63], [0.49, -0.09, -0.58], [1.08, -0.82, 0.83], [-0.59, 0.15, 0.26], [-0.27, -0.79, 0.00], [0.41, -0.55, -0.04], [-0.18, 0.14, 0.59], [0.49, 0.66, 1.41], [-0.35, 0.23, -0.78], [0.22, -0.71, -0.54], [-0.85, -0.36, -1.67], [-0.10, -0.94, 0.35], [1.33, -0.37, -0.07], [0.75, 1.01, 0.22], [-0.90, 0.07, 0.32], [0.37, -0.68, -0.04], [-1.30, 0.57, 1.66], [0.87, 0.10, 0.05], [-0.61, 0.21, -0.58], [0.06, 0.42, 0.72], [-0.45, 0.25, -0.53], [-0.23, -0.55, -0.91], [0.53, 0.07, 0.71], [-0.18, 0.62, 0.45], [0.67, -0.30, -0.55]], "lowdin_spin": [1.012, 0.000, 0.000, 0.000, 0.000, 0.000, 0.000, 0.000, 0.000, 0.000, 0.000, 0.000, 0.000, 0.000, 0.000, 0.000, 0.000, 0.001, 0.000, 0.001, -0.003, 0.000, 0.000, 0.000, -0.002, 0.000, 0.000, 0.000, 0.000, 0.000, 0.000, 0.000, 0.000, 0.000, 0.000, 0.000, 0.000, 0.000, 0.000, -0.002, 0.000, 0.000, 0.000, 0.000, 0.000, 0.000, 0.000, 0.000, 0.000, 0.000, 0.000, 0.000, 0.000, 0.000, 0.000, 0.000, 0.000, 0.000, 0.000, 0.000, 0.000, -0.002, 0.000, 0.000, 0.000, 0.000, 0.000, 0.000, 0.000, 0.000, 0.000, 0.000, 0.000, 0.000, 0.000, 0.000, 0.000, 0.000, 0.000, 0.000, 0.000, 0.000, 0.000, 0.000, 0.000, 0.000, 0.000, 0.000, -0.003, 0.000, 0.000, 0.000, 0.000, 0.000, 0.000, 0.000, -0.002, 0.000, 0.000], "spin_multiplicity": 2, "s2": 0.751, "e_tot_ha": -3384.68078, "e_above_lowest_kj_mol": 28.2, "fmax_ev_per_a": 4.0, "total_charge": 2}


Record 2
{"formula": "C2H4N2S", "method": "the ωB97M-V functional and the def2-TZVPD basis", "symbols": ["C", "C", "N", "N", "S", "H", "H", "H", "H"], "xyz": [[-0.30632, -0.53984, 0.14999], [0.69934, 0.37987, -0.59430], [-1.02739, 0.56979, 0.40930], [-0.19166, 1.45719, -0.12992], [2.53613, -0.26203, 0.09391], [-0.93597, -1.36379, -0.30831], [0.05220, -1.14168, 1.07541], [1.02012, 0.19050, -1.62299], [-1.84646, 0.70999, 0.92691]], "forces_ev_per_angstrom": [[1.16, -5.73, -0.40], [0.03, -2.26, 2.04], [2.57, 4.26, -1.17], [-1.23, -1.66, 0.23], [-1.44, 1.17, -0.21], [0.82, 0.97, -0.43], [-0.05, 1.51, -1.18], [-0.65, 0.82, 0.14], [-1.20, 0.92, 0.97]], "mulliken_charge": [-0.453, -0.101, 0.295, -0.323, -0.443, 0.237, 0.271, 0.295, 0.221], "e_tot_ha": -586.09739, "e_above_lowest_kj_mol": 517.2, "fmax_ev_per_a": 5.9}